# 1
7 unconnected molecules or ions with the total composition C33H59F3NO13 at a distorted geometry. Source: the Open Molecules 2025 dataset; level of theory: ωB97M-V/def2-TZVPD.

ORCA input file:
```
! RIJCOSX wB97M-V def2-TZVPD def2/J DEFGRID3
* xyz 1 1
F -2.769 2.333 -4.667
H 1.071 -3.805 4.257
C 1.151 2.529 3.068
C 1.037 -1.701 3.813
H -1.940 -6.163 8.611
H 2.145 3.125 6.475
C -0.082 3.871 -1.106
H 3.895 3.075 6.207
C 2.472 4.384 -1.898
H 3.529 1.847 4.046
C 0.398 -5.362 -4.571
C -3.406 -3.338 7.598
C 0.218 5.107 -1.656
H -0.039 -2.871 5.268
H 3.493 4.564 -2.191
H -1.410 0.192 -3.721
O -1.421 0.850 -1.731
H 1.812 4.547 2.921
O 2.365 8.106 -2.994
C 2.126 3.160 -1.359
C 0.914 -1.588 1.415
F -0.797 2.761 -3.935
H -2.883 -1.578 -2.351
H 1.859 -1.471 4.489
H -3.108 -6.506 -1.348
O -0.534 -6.224 6.137
H 0.507 1.042 -2.535
H -0.500 7.816 -5.988
C 1.721 10.227 -3.844
H -3.172 -3.960 8.462
C 1.513 5.375 -2.070
H 2.853 -5.894 -2.759
C -1.996 2.276 -3.582
H -1.465 -2.054 -3.312
C 2.750 1.912 4.807
H 3.151 3.390 2.794
O -0.454 -4.619 -4.978
H 1.367 -7.714 -3.768
H -0.962 -1.187 2.479
H -1.080 3.645 -0.771
O 0.101 2.304 2.520
H -2.847 -3.138 -3.148
N 0.854 2.924 -0.984
C 1.730 8.722 -3.818
H 1.450 8.425 -7.392
H -2.677 -2.527 7.573
C 2.110 3.571 2.539
H 2.388 -4.695 -4.920
C 0.496 1.591 -0.440
H 0.414 -7.687 -2.303
F -2.544 3.096 -2.679
O 1.635 -1.817 2.512
H -0.989 -2.240 -0.891
C 2.924 3.112 5.713
H 2.810 -7.341 -1.745
H 1.786 10.586 -2.820
H 2.223 -6.451 -5.113
C -1.580 -5.803 6.546
H -0.464 9.367 -5.180
H 1.845 -5.917 -1.320
H 1.785 6.331 -2.518
C -1.590 -2.998 -1.389
O 1.085 8.030 -4.763
H 0.373 -0.837 3.825
C 0.158 8.629 -5.686
C -0.595 -1.532 1.517
H -1.004 -2.521 1.312
H 2.808 0.997 5.393
C -3.065 -5.465 -1.658
H -4.090 -4.934 6.285
H -2.187 -7.562 7.554
H -3.576 -3.477 5.466
H 2.856 2.381 -1.221
O -2.041 -4.638 6.047
H 1.543 10.005 -6.629
C -3.353 -4.130 6.308
H -0.968 -0.838 0.766
C 1.733 -5.493 -5.266
H 2.038 3.583 1.453
H -3.911 -5.256 -2.312
C -1.931 0.859 -3.041
H -3.414 -6.314 7.633
H -0.459 -3.257 3.599
O 0.185 -6.032 -3.423
C -3.173 -4.601 -0.427
O -3.839 -4.910 0.520
C 2.208 -6.526 -2.148
H 1.402 1.117 -0.085
C -2.342 -6.491 7.653
O -2.555 -3.397 -0.414
C -0.012 0.751 -1.623
O 1.480 -1.474 0.351
C -2.233 -2.407 -2.623
H 0.250 -0.288 -1.417
C 0.361 -2.978 4.261
H -0.916 -3.819 -1.636
H 0.132 9.589 -7.609
H -0.560 5.843 -1.768
H 2.596 10.571 -4.394
H -2.136 -5.331 -2.210
C 1.044 -7.075 -2.946
H 1.570 -5.377 -6.334
C 0.861 9.198 -6.899
O 1.448 1.883 4.202
H -0.279 1.679 0.312
H 2.856 4.049 5.161
H -2.966 0.538 -2.994
H -4.399 -2.911 7.742
H 0.827 10.658 -4.286
*
```

Properties
E_LUMO in Ha: -0.1158

=====

# 2
A molecular structure, C33H59FeNP2Si at a distorted geometry. Source: the Open Molecules 2025 dataset; level of theory: ωB97M-V/def2-TZVPD.

ORCA input file:
```
! RIJCOSX wB97M-V def2-TZVPD def2/J DEFGRID3
* xyz 1 6
C 3.107 2.508 1.896
H -3.033 1.692 3.778
H 4.426 1.299 5.347
C -3.189 -1.915 -1.192
H -4.551 -0.799 -4.973
C -2.902 -2.425 -2.540
H -4.692 1.107 -3.370
H 1.531 4.060 -2.170
N 2.992 0.307 2.874
C 1.068 3.324 -1.489
H -4.783 -3.325 -0.639
H 3.227 4.343 0.802
H 6.374 1.465 0.069
H -1.898 -2.794 -2.743
H 5.222 -0.169 1.576
H 1.114 -4.769 -0.052
H -4.295 -2.242 0.718
H 2.760 -1.474 1.579
C 5.441 1.743 0.560
C -4.807 -1.115 -3.949
H -2.247 0.810 -4.799
H 3.571 0.474 6.674
H -1.619 -0.851 -4.546
H 1.807 -1.299 -4.477
H 0.678 2.254 1.369
H 2.992 -3.220 1.218
C 3.395 -1.932 4.670
Si 2.670 -0.213 4.473
C 3.440 0.966 5.701
H -1.280 3.856 0.829
H 3.016 -1.998 -0.101
H -5.870 -1.393 -3.970
C 1.406 0.893 -2.297
H 0.211 3.821 -1.013
P -1.654 1.556 1.712
H 1.746 -1.808 -2.783
C -1.513 3.012 -3.239
C -4.648 -0.180 -1.592
C -1.331 0.204 -4.727
H 3.374 1.483 -1.729
H 2.840 -2.697 4.110
C 0.722 0.017 -3.183
H 0.310 -1.983 -3.819
H 2.815 1.857 5.847
C 0.803 -0.255 4.739
Fe -3.172 -0.664 -2.512
C 0.768 -3.859 -0.561
C -4.701 0.063 -3.023
H 1.807 3.093 -0.712
H 5.371 3.726 -0.324
P 0.730 -2.446 0.621
C 3.618 1.182 2.111
H -4.357 0.658 -0.941
C -4.025 -2.465 -3.541
H 2.247 2.827 2.487
H 1.431 -3.624 -1.404
C -2.578 0.901 3.166
C 0.171 1.344 1.735
C -5.526 -1.200 -0.802
C 0.363 -3.392 2.158
H -2.505 2.578 -3.441
H 4.436 -1.943 4.318
C -2.111 3.299 1.308
H -4.795 -3.149 -3.158
H -3.403 0.353 2.652
H -3.629 -2.904 -4.470
H -2.363 -1.628 -0.537
C -0.491 1.978 -3.034
H 0.380 0.535 0.995
H -0.843 0.229 -5.718
C 2.554 -2.278 0.855
C 3.692 3.372 0.983
H 3.184 -0.258 -2.024
H -6.008 -0.755 0.106
H 0.580 -0.843 5.643
H -1.603 3.661 -2.355
C 4.817 0.830 1.401
C 2.687 0.631 -1.615
H -2.001 0.161 3.749
H 0.621 1.019 2.687
H 2.547 0.472 -0.534
H 0.680 -2.829 3.046
C 0.662 2.103 -2.209
H -0.250 -4.010 -0.944
C -4.477 -2.294 -0.387
C -0.428 0.705 -3.676
H 3.392 -2.218 5.733
H -2.566 3.835 2.156
H 0.866 -4.368 2.124
H 0.393 0.753 4.898
H -2.899 3.143 0.532
H -0.724 -3.544 2.203
H -6.318 -1.598 -1.461
H -1.265 3.665 -4.093
H 0.256 -0.718 3.908
C 1.163 -1.330 -3.583
C 4.881 3.010 0.339
*
```

Properties
Energy above the lowest of the compared OMol25 structures with the same formula, charge and spin in kcal/mol: 132.5
Expectation value of S²: 8.880
E_LUMO (spin up / spin down) in Ha: -0.1232 / -0.1425

=====

# 3
A molecular structure, C33H60BGeN9PPbSSe. Source: the Open Molecules 2025 dataset; level of theory: ωB97M-V/def2-TZVPD.

ORCA input file:
```
! RIJCOSX wB97M-V def2-TZVPD def2/J DEFGRID3
* xyz 1 1
C 1.756 2.992 -0.819
H 1.546 -4.621 2.198
C -4.252 2.381 -0.348
N 3.615 -3.429 -2.625
H -3.738 -5.495 1.975
N -0.729 -2.355 0.517
P -1.327 -3.637 1.153
H -0.509 0.643 4.782
H -0.001 -1.807 -2.151
H 4.353 -4.501 -4.237
B -0.698 2.619 -1.175
C 2.718 3.365 0.099
C 4.727 -1.223 -3.562
H -4.554 -1.835 1.928
H 1.461 -3.663 3.667
H -0.097 2.115 -3.922
H 1.740 2.600 4.109
C -1.037 -5.103 -0.027
H -1.777 -5.713 3.436
C -3.210 -3.436 1.424
H -5.729 2.839 5.166
N -2.335 1.413 0.328
H -2.327 1.636 4.469
H -1.540 -7.152 -0.429
H -3.577 -4.405 3.352
H -4.451 3.943 4.678
C -4.669 2.903 4.924
C -4.319 1.960 3.774
H -0.229 -6.222 2.763
C -3.658 1.362 0.409
Se 2.691 -0.351 0.412
H -4.877 -3.034 0.116
H 2.375 3.788 2.253
H 1.239 1.241 3.121
C -1.269 -4.611 -1.465
C 1.023 -3.795 2.674
H -5.300 2.593 -0.472
C 4.899 -2.414 -4.290
N -0.357 1.338 -1.975
N 0.560 2.902 -0.228
C 4.308 -3.524 -3.777
H -2.962 -1.283 1.400
H 1.084 -4.607 -0.022
C 0.446 -5.488 0.065
S 2.628 -2.327 -0.474
H 0.545 3.007 6.404
C -0.098 1.241 -3.291
C 2.017 3.497 1.279
C 0.875 1.997 3.818
C -2.239 3.141 2.917
C -2.814 1.857 3.519
H -0.997 3.017 5.573
H 5.463 -2.449 -5.208
H -0.302 -5.524 4.372
N -2.049 2.442 -0.500
H -4.141 0.616 1.020
H -2.935 -6.194 0.030
N -0.327 0.110 -1.420
H -0.868 -3.605 -1.586
H -2.684 3.354 1.944
H -3.192 -1.923 3.035
C -3.865 -3.437 0.033
H -4.104 2.642 5.822
H 0.685 -6.009 0.990
C -0.270 2.360 6.068
H -0.756 -5.282 -2.160
H -3.159 3.876 -1.594
H -1.318 2.434 7.970
N 0.717 3.216 1.085
H -0.775 3.532 -1.947
H 1.055 0.754 5.551
C 0.277 1.349 5.064
H 5.154 -0.295 -3.925
H 3.769 3.516 -0.068
H 0.312 -0.506 -4.573
Ge -0.288 3.236 2.813
C -0.487 -4.047 2.820
H -2.454 3.996 3.563
H -2.001 -3.250 4.194
H -0.215 1.067 7.803
Pb -0.293 -0.330 0.952
C -0.930 1.695 7.268
H -3.309 -2.803 -0.660
N 4.060 -1.142 -2.432
C -0.722 -5.460 3.363
H -2.612 1.018 2.851
H -3.952 -4.436 -0.387
H -4.821 2.290 2.860
H -2.319 -4.600 -1.743
H -1.762 1.058 6.955
H 3.175 -4.251 -2.231
C -1.880 -6.354 0.238
H 1.218 -2.887 2.101
C -3.897 -4.475 2.315
C -0.053 -0.756 -2.386
H 0.114 4.686 3.133
C 0.105 -0.088 -3.604
H -1.778 -6.717 1.258
H -4.701 0.960 4.000
H 1.858 2.800 -1.874
C 3.506 -2.252 -1.934
C -0.988 -3.036 3.863
H -0.342 -3.089 4.744
H -4.976 -4.289 2.299
C -3.481 -2.036 1.995
C -3.188 3.040 -0.916
H -0.945 -2.011 3.485
H 0.678 -6.171 -0.757
*
```

Properties
E_LUMO in Ha: -0.1182

=====

# 4
10 unconnected molecules or ions with the total composition C33H60F2N3O11S3 at a distorted geometry. Source: the Open Molecules 2025 dataset; level of theory: ωB97M-V/def2-TZVPD.

ORCA input file:
```
! RIJCOSX wB97M-V def2-TZVPD def2/J DEFGRID3
* xyz 1 1
C 12.275 31.104 14.693
H 14.283 36.719 3.071
H 13.353 38.429 11.673
H 17.069 37.733 13.560
O 13.685 33.547 7.804
H 12.887 35.911 11.861
H 15.408 31.278 13.381
H 7.506 33.363 10.537
H 11.124 26.359 11.349
H 16.193 32.689 6.763
H 12.866 30.537 12.850
F 16.159 32.355 15.480
H 14.481 35.143 12.457
C 13.872 33.713 9.062
H 17.759 34.341 10.535
C 13.584 34.831 3.914
C 14.302 38.233 12.205
H 14.662 28.987 8.503
H 8.621 32.339 9.964
N 13.479 35.853 12.747
H 15.865 36.761 5.240
H 9.987 29.730 12.680
H 18.870 33.307 11.543
H 9.891 36.232 10.501
H 9.627 28.262 9.236
C 9.902 27.795 12.159
O 9.945 32.490 12.565
H 16.972 34.541 4.476
H 14.132 32.329 17.282
C 15.625 36.162 4.421
C 13.071 34.893 13.764
O 15.623 34.566 11.906
H 11.352 36.285 10.091
C 9.097 34.318 9.872
H 8.998 35.522 13.195
O 19.876 35.123 13.170
H 13.527 35.400 10.181
O 14.302 37.344 14.311
C 17.645 30.815 9.249
C 17.512 31.833 8.291
H 8.947 27.880 12.154
H 12.438 32.238 9.718
S 15.081 33.837 3.610
O 14.898 32.506 4.104
C 14.068 37.131 13.201
C 16.334 31.912 7.502
C 14.877 31.862 15.277
H 11.689 28.632 12.875
C 13.268 30.991 13.767
O 10.388 30.585 10.317
H 10.284 35.185 12.468
H 14.351 36.467 8.151
H 8.961 34.541 8.896
C 17.480 36.816 13.763
H 19.585 34.729 10.641
C 10.420 26.972 11.002
H 13.649 36.991 4.532
H 13.290 34.715 4.881
C 18.799 35.102 12.433
O 15.598 34.037 2.250
F 18.276 33.034 8.180
H 11.809 31.428 16.668
H 14.299 39.165 12.791
C 15.422 30.830 7.547
O 7.623 33.201 12.971
C 18.741 34.278 11.242
C 8.430 33.186 10.467
C 10.605 28.984 12.284
S 11.190 29.459 10.681
C 12.535 31.570 15.936
H 13.072 34.458 3.166
S 8.846 33.322 12.300
H 15.144 37.914 11.506
H 15.797 34.558 5.702
C 14.172 36.249 3.945
H 11.235 30.832 14.499
C 15.162 35.881 8.677
H 16.884 36.316 14.674
H 13.939 34.707 14.297
H 14.862 34.625 10.723
H 16.715 35.486 12.282
H 14.135 31.784 9.719
H 10.212 34.133 9.955
N 14.377 34.961 9.688
C 8.980 35.656 10.824
C 13.872 32.054 16.186
C 15.982 34.771 4.702
H 16.016 33.752 12.058
H 15.531 36.677 9.389
H 15.843 35.505 8.177
H 11.279 27.830 8.915
H 18.426 30.961 9.797
C 13.462 32.572 10.042
H 17.851 36.649 11.745
C 16.707 29.749 9.375
H 9.724 27.160 13.120
H 14.478 30.733 6.966
C 10.578 28.013 9.865
C 15.519 29.814 8.570
C 14.562 31.415 14.068
H 9.812 26.279 10.466
H 12.208 35.439 14.383
H 13.353 32.787 11.057
H 16.865 28.874 9.845
O 12.639 29.380 10.782
H 7.976 36.202 10.561
N 17.622 36.086 12.503
C 9.298 35.028 12.208
H 16.384 36.573 3.620
H 18.475 37.168 14.082
H 12.534 33.926 13.215
O 12.220 36.013 10.554
*
```

Properties
Energy above the lowest of the compared OMol25 structures with the same formula, charge and spin in kcal/mol: 22.5
E_LUMO in Ha: -0.1273